No. 1
The following is a DFT calculation (ωB97M-V/def2-TZVPD) of a gas-phase ion, C5H7NO4PS2 (charge -1).

```
20
Properties=species:S:1:pos:R:3:forces:R:3
C -2.20594 1.57564 -0.39675 -0.1 -0.6 -0.3
C -2.01916 0.37233 -0.95024 -0.2 0.6 0.0
C -1.69461 1.88674 0.90896 0.9 -0.2 0.9
C 1.69984 -1.35309 1.37477 0.1 0.1 0.1
C 0.72536 -1.08386 0.25533 0.4 0.2 -1.5
N -0.51678 -0.58020 0.73221 -0.4 1.5 1.2
O 2.88598 0.11578 -0.88698 0.1 -0.1 0.2
O 0.77458 0.24286 -2.09366 -0.2 0.0 0.1
O 1.05437 1.45131 0.03232 0.1 -0.4 -0.1
O -1.52920 -0.72107 -0.29147 0.0 -0.2 0.2
P -0.28954 1.13959 1.49248 -1.4 -0.8 -1.0
S 0.57094 -2.52358 -0.83532 0.2 -0.7 0.6
S 1.44943 0.24722 -0.81269 0.5 0.6 -0.2
H -2.70466 2.34338 -0.97668 0.1 0.0 -0.1
H -2.28692 0.11513 -1.96574 0.0 0.0 0.0
H -2.01149 2.79526 1.40405 0.1 0.0 0.1
H 2.62704 -1.72270 0.94780 0.1 0.0 0.0
H 1.89971 -0.42015 1.89890 0.1 0.0 0.2
H 1.28700 -2.07875 2.07027 -0.1 -0.1 0.1
H 0.28404 -1.80184 -1.90755 -0.2 0.2 -0.4
```
Forces are in eV/Å.

The net charge is -1. The value obtained for the frontier orbital gap is 6.669 eV. Its energy above the lowest of the compared OMol25 structures with the same formula, charge and spin is 5.4 kcal/mol.

***

No. 2
The following is a DFT calculation (ωB97M-V/def2-TZVPD) of 2 unconnected molecules or ions with the total composition C5H11N.

```
17
Properties=species:S:1:pos:R:3:forces:R:3
C -1.57126 1.82512 0.83655 0.0 0.0 0.0
C -1.17534 -1.16485 -0.97738 -0.1 0.0 -0.1
N -0.07679 -1.01033 -0.29203 0.3 0.2 0.0
C 0.73921 -1.74071 0.67563 0.0 -0.2 0.2
C 1.05510 -0.44373 0.05023 -0.2 -0.1 -0.2
C 2.08280 0.36041 -0.65980 0.0 0.1 0.0
H -2.36105 1.20401 1.26795 0.1 0.2 -0.1
H -1.43490 2.72611 1.44347 0.0 -0.2 -0.1
H -1.84670 2.10891 -0.18385 0.0 0.0 0.2
H -1.86133 -1.94312 -0.67469 0.1 0.1 -0.1
H -1.41432 -0.45776 -1.76225 0.1 -0.1 0.1
H 0.35143 -1.78191 1.69795 0.1 0.0 -0.2
H 1.11583 -2.70333 0.30053 0.0 0.2 0.0
H -0.64267 1.24407 0.81563 -0.2 0.2 0.0
H 2.72714 0.88341 0.05434 -0.1 -0.1 -0.1
H 1.58103 1.12312 -1.26567 0.1 -0.1 0.1
H 2.73181 -0.22941 -1.32662 -0.2 0.0 0.1
```
Forces are in eV/Å.

The value obtained for the frontier orbital gap is 7.862 eV. Its energy above the lowest of the compared OMol25 structures with the same formula, charge and spin is 89.7 kcal/mol.

***

No. 3
The following is a DFT calculation (ωB97M-V/def2-TZVPD) of a single C8H11N3 molecule.

```
22
Properties=species:S:1:pos:R:3:forces:R:3
C -2.14800 -1.83604 -2.60185 -0.8 -0.4 0.1
N -1.59577 -1.30957 -1.38900 0.5 1.5 -0.2
N -1.36185 -2.15911 -0.41286 -1.8 -1.8 -1.8
N -0.65115 -1.90553 0.52621 2.2 1.6 2.2
C 0.01579 -0.59828 0.55127 0.1 -0.6 0.1
C 1.36960 -0.50339 0.19535 -0.4 -0.5 -0.2
C 2.00156 0.70786 0.31528 0.1 1.7 -0.2
C 1.33560 1.88057 0.75218 0.2 -0.8 0.5
C 2.05406 3.19204 0.88933 0.0 0.9 -0.2
C 0.01639 1.74319 1.14892 -0.5 -0.3 -0.2
C -0.64723 0.51772 1.02988 0.0 0.3 -0.2
H -2.72605 -1.03336 -3.07444 0.1 -0.3 -0.1
H -2.85742 -2.63051 -2.26247 0.6 0.4 -0.7
H -1.38047 -2.21879 -3.30017 -0.4 0.0 0.3
H -1.09085 -0.41459 -1.40428 -0.1 -0.6 0.0
H 1.90061 -1.36341 -0.23025 -0.3 0.3 0.4
H 3.02485 0.86963 -0.01022 0.0 -0.4 0.1
H 1.76199 3.75028 1.79919 0.4 -0.6 -0.1
H 1.75575 3.92669 0.11604 0.2 -0.6 -0.1
H 3.14966 3.06607 0.83128 -0.5 0.1 0.2
H -0.55407 2.58415 1.53665 0.2 0.0 -0.1
H -1.70922 0.46127 1.24598 0.1 -0.1 0.2
```
Forces are in eV/Å.

As for the structure (SMILES): CN/N=N\c1ccc(C)cc1. The value obtained for the frontier orbital gap is 9.407 eV. Its energy above the lowest of the compared OMol25 structures with the same formula, charge and spin is 30.9 kcal/mol.

***

No. 4
The following is a DFT calculation (ωB97M-V/def2-TZVPD) of a molecular structure, C26H32BaBrO4.

```
64
Properties=species:S:1:pos:R:3:forces:R:3
O 0.71023 5.54951 -2.12831 -0.5 1.5 -0.9
C -0.41846 6.16039 -2.84706 -0.4 -0.2 0.0
C 0.40663 7.32637 -3.38770 0.0 -0.7 0.4
H -1.20071 6.50206 -2.15467 0.1 -0.5 -0.2
H -0.80770 5.51418 -3.64766 -0.1 -0.1 0.5
C 1.53252 6.67033 -2.57125 0.4 0.9 -0.3
H 0.10066 8.30436 -3.02928 0.0 0.1 -0.2
H 0.56548 7.30009 -4.46200 0.0 0.2 0.0
C 1.98504 7.57677 -1.44850 0.4 0.1 0.3
H 1.14445 7.98646 -0.86948 0.2 -0.3 -0.1
H 2.51204 8.43459 -1.89538 -0.1 -0.2 0.1
H 2.69614 7.06069 -0.79090 -0.2 0.1 0.0
C 2.68878 6.26143 -3.44898 0.4 -0.1 0.0
H 2.35539 5.66386 -4.31055 0.1 0.0 0.4
H 3.44178 5.72337 -2.85754 -0.1 -0.1 -0.3
H 3.15935 7.17711 -3.84378 -0.1 -0.3 0.1
Ba -0.70569 -1.56780 0.92160 1.3 -1.3 -0.3
C 0.77725 -3.69549 -0.80182 -0.3 0.3 -0.4
C -0.55507 -3.88674 -1.26088 0.5 0.5 -0.1
C -0.90169 -2.77426 -2.08244 0.4 0.0 0.2
H -1.17590 -4.75615 -1.05736 0.1 0.3 0.1
C 0.23386 -1.91204 -2.15443 -0.1 -0.2 0.4
C 1.25995 -2.46580 -1.33588 -0.6 -0.3 -0.3
H 2.25086 -2.04301 -1.17340 -0.3 -0.1 -0.1
H 1.33612 -4.39056 -0.18040 -0.3 0.3 0.0
H -1.85101 -2.63077 -2.59586 0.2 -0.1 0.0
H 0.33172 -1.02613 -2.78368 -0.1 -0.1 0.3
C 1.52031 -2.53989 2.95815 0.1 0.5 -0.1
C 2.26227 -2.06714 1.84216 -0.3 0.4 0.5
C 2.10832 -0.65241 1.77217 -0.2 -0.3 0.4
H 2.87461 -2.68286 1.18378 -0.3 0.2 0.2
C 1.26399 -0.25192 2.85358 0.1 -0.2 -0.1
C 0.88984 -1.42326 3.57993 0.3 0.0 -0.4
H 0.25706 -1.46504 4.46978 0.2 0.1 -0.3
H 1.49820 -3.57291 3.30380 -0.2 0.3 -0.3
H 2.60123 0.00888 1.05734 -0.2 -0.2 0.2
H 1.01144 0.78157 3.11033 0.0 -0.4 -0.1
O -0.49586 0.86339 -0.39343 -0.3 0.5 0.0
C 0.73368 1.54644 -0.73690 -0.3 -0.1 0.2
C 0.33618 2.65950 -1.69040 -0.5 -0.2 -0.6
H 1.40758 0.80647 -1.18007 -0.2 0.1 0.0
H 1.21108 1.92433 0.17965 -0.3 -0.1 -0.1
C -1.17647 2.92308 -1.39534 0.7 0.3 0.4
H 0.43263 2.30697 -2.72803 0.0 0.1 0.2
H 0.94577 3.55724 -1.57534 -0.2 -0.3 0.0
C -1.67023 1.60992 -0.79659 0.5 -0.5 0.0
H -1.74786 3.23745 -2.27922 0.2 -0.2 0.2
H -1.24356 3.72138 -0.64500 -0.1 -0.1 -0.2
H -2.23337 1.00466 -1.52065 0.2 0.1 0.0
H -2.30278 1.73904 0.09096 0.1 0.1 -0.1
Br -3.97063 -4.03923 3.36532 -0.5 0.0 0.2
C -3.12142 -5.72474 3.46275 0.7 -1.0 -0.1
C -3.83013 -6.74296 4.12998 0.4 0.0 -0.2
C -3.28436 -8.02286 4.26844 0.2 0.5 -0.3
C -2.01886 -8.28472 3.72985 -0.2 0.4 0.0
C -1.31423 -7.27159 3.06934 -0.4 0.1 0.1
C -1.83776 -5.96708 2.90645 -1.0 -0.4 0.6
C -1.01357 -4.91402 2.17831 2.2 0.4 -1.0
O 0.17513 -5.24426 1.88928 -2.2 0.3 0.7
O -1.56588 -3.79186 1.90776 0.3 -1.0 0.4
H -4.81279 -6.52933 4.54226 0.2 0.0 -0.1
H -3.84912 -8.79383 4.79198 0.1 0.2 -0.1
H -1.58535 -9.28003 3.82905 0.0 0.3 0.0
H -0.32711 -7.49119 2.66619 -0.2 0.3 0.0
```
Forces are in eV/Å.

The net charge is -1. The value obtained for the frontier orbital gap is 5.474 eV.

***

No. 5
The following is a DFT calculation (ωB97M-V/def2-TZVPD) of 9 unconnected molecules or ions with the total composition C23H64O9.

```
96
Properties=species:S:1:pos:R:3:forces:R:3
C -4.04479 -47.71308 16.21687 5.3 -0.7 -0.8
C -3.87670 -46.61920 15.24105 1.2 3.0 -1.2
C -2.55544 -46.74272 14.47088 1.0 -1.8 1.6
O -4.92981 -46.74747 14.25783 -0.6 -0.2 0.5
H -4.94409 -47.66448 16.59621 -4.8 0.1 2.3
H -3.25614 -47.51973 17.04326 -1.3 -0.9 -1.3
H -3.93996 -48.70133 15.66996 0.2 1.0 0.8
H -3.84030 -45.51952 15.68300 -0.7 -2.2 -0.4
H -2.42205 -45.91940 13.82986 0.3 1.2 -0.8
H -2.72219 -47.63877 13.82811 0.8 0.5 0.5
H -1.59233 -46.82647 15.16996 -2.2 0.0 -1.5
H -5.09130 -45.96771 13.71440 0.4 0.1 0.3
C -3.50437 -50.20659 12.45592 1.0 0.7 -0.5
C -4.71835 -49.37176 11.92861 -1.4 0.2 -1.4
C -4.42278 -48.13393 11.00998 -3.5 3.1 4.0
O -5.44080 -50.22587 10.97953 14.2 -5.7 4.1
H -2.61416 -50.28196 11.65810 -2.0 0.5 1.8
H -3.77306 -51.26323 12.67373 -0.2 0.8 -0.1
H -3.17642 -49.71702 13.43259 0.0 -0.7 -1.4
H -5.43575 -49.02856 12.77975 1.3 -0.8 -1.2
H -5.28215 -47.89746 10.29385 0.7 -0.3 1.5
H -3.67831 -48.25145 10.38937 4.3 -1.3 -3.1
H -4.11729 -47.13473 11.58137 -0.9 -2.0 -0.8
H -6.17907 -49.95568 10.81957 -13.5 5.4 -2.8
C -6.89463 -44.08623 19.93571 -1.1 3.3 -0.9
C -7.25675 -45.50813 19.75617 5.4 -1.7 -2.0
C -7.01663 -45.98498 18.22373 -4.7 -0.1 2.9
O -6.29418 -46.17774 20.60532 0.1 1.5 0.3
H -5.82064 -43.76092 19.64307 -1.5 -1.3 0.8
H -7.15880 -43.64670 20.97535 0.4 -0.7 -1.8
H -7.48301 -43.56549 19.09195 0.4 -0.1 1.6
H -8.14908 -45.94137 19.98051 -3.2 0.0 1.0
H -6.95273 -47.09807 18.20199 -0.7 0.9 -0.4
H -6.14970 -45.62260 17.90712 3.8 1.7 -1.4
H -7.87220 -45.44352 17.68036 1.1 -1.5 0.2
H -6.28409 -47.08563 20.39313 -0.1 -1.9 -0.1
C -11.27645 -50.54225 13.22205 -0.2 0.5 1.2
C -12.46075 -51.19724 12.58544 -2.5 0.7 -0.3
C -12.18658 -51.81860 11.22435 6.9 1.5 2.4
O -13.03517 -52.22111 13.45353 0.0 0.4 0.0
H -10.90778 -49.64496 12.72660 0.2 -0.4 -0.7
H -10.50943 -51.29929 13.41186 0.1 0.4 0.0
H -11.60500 -50.07509 14.16737 0.2 -0.7 0.1
H -13.30823 -50.43121 12.47690 1.2 -0.7 -0.2
H -13.01148 -51.99619 10.73918 -4.4 -2.0 -2.5
H -11.36286 -52.64466 11.35291 -2.0 1.0 -0.4
H -11.66219 -51.05284 10.57856 -0.4 -0.5 0.7
H -13.84311 -51.87495 13.87886 0.8 -0.2 -0.4
C -4.46108 -49.77515 19.87645 2.6 4.1 -4.2
C -5.93004 -49.75650 19.67624 -0.7 -4.1 -1.2
C -6.43606 -51.24566 19.74932 1.4 0.3 -2.4
O -6.64401 -49.13788 20.63534 -3.0 1.8 1.5
H -3.95224 -50.06788 18.83088 -1.1 0.4 2.3
H -3.87602 -50.17087 20.64137 -0.2 -1.8 1.6
H -4.08267 -48.67956 19.99374 -0.8 -1.3 -0.5
H -6.26191 -49.38131 18.67397 0.9 0.0 0.4
H -5.87766 -51.70539 18.84734 -1.7 -0.1 1.3
H -7.53642 -51.33164 19.84871 0.4 0.0 -1.0
H -6.08609 -51.70212 20.64184 0.7 -0.3 0.8
H -7.56922 -49.42893 20.36754 1.4 1.1 1.2
C -9.44047 -52.62156 15.85916 -2.1 -3.3 -1.5
C -8.56451 -53.55337 14.98001 1.9 1.7 -0.9
C -7.78823 -52.69587 13.94321 -2.3 -1.6 -0.2
O -7.54696 -54.11612 15.77813 0.6 5.5 -0.7
H -9.10453 -51.73339 16.34569 0.8 0.1 0.3
H -9.86943 -53.42764 16.47389 0.1 0.9 1.1
H -10.33778 -52.42324 15.25929 0.2 0.6 0.0
H -9.20177 -54.28287 14.39995 0.6 0.5 0.9
H -7.06326 -53.09445 13.29530 0.7 -1.6 -0.8
H -7.30856 -51.84548 14.22943 1.2 2.4 2.1
H -8.56552 -52.31512 13.34935 -1.1 0.6 -1.5
H -7.52006 -54.96373 15.98976 -0.6 -5.9 1.1
C -13.43707 -46.09267 13.89393 0.3 1.4 5.4
C -12.03700 -45.55794 14.21549 2.0 -1.2 3.0
C -10.97081 -46.66424 14.46140 -1.1 -1.0 -3.7
O -11.51999 -44.67653 13.24768 -0.3 1.0 0.2
H -14.03024 -45.13354 14.12247 -0.1 -2.0 -1.5
H -13.71312 -46.89911 14.71929 0.5 1.9 -1.3
H -13.39535 -46.67887 13.05343 -0.6 -0.5 -2.8
H -11.98671 -45.05711 15.28193 -0.9 -0.4 -1.9
H -11.43078 -47.43093 15.06499 0.4 -0.3 0.5
H -10.02133 -46.30038 14.75408 0.7 0.5 1.0
H -10.68397 -47.14148 13.42413 -0.8 0.6 1.6
H -11.24001 -43.91146 13.77130 0.0 -0.1 -0.7
C -8.49714 -48.13253 11.48224 0.3 0.5 -3.9
O -7.76714 -48.81309 10.35980 -3.0 -0.7 -0.2
H -9.44170 -47.63494 11.02485 1.6 -0.8 1.3
H -7.71504 -47.45631 11.71352 0.0 1.3 1.0
H -8.62899 -48.84543 12.23224 -0.8 -0.9 1.4
H -8.52063 -49.28661 9.89350 1.8 0.6 0.5
C -7.79637 -49.15488 15.27343 0.7 0.2 1.9
O -7.54157 -47.77791 15.53817 -1.4 0.5 -0.3
H -7.20948 -49.56753 16.19561 -1.2 -0.9 -2.2
H -7.51423 -49.36189 14.25462 1.1 -0.7 -0.1
H -8.86149 -49.46156 15.20075 0.3 0.6 1.0
H -6.78767 -47.53094 15.00821 0.6 0.3 -0.3
```
Forces are in eV/Å.

As for the structure (SMILES): CC(C)O.CC(C)O.CC(C)O.CC(C)O.CC(C)O.CC(C)O.CC(C)O.CO.CO. The value obtained for the frontier orbital gap is 9.791 eV. Its energy above the lowest of the compared OMol25 structures with the same formula, charge and spin is 232.6 kcal/mol.

***

No. 6
The following is a DFT calculation (ωB97M-V/def2-TZVPD) of a molecular structure, C42H40InNP2.

```
86
Properties=species:S:1:pos:R:3:forces:R:3
C 3.08802 3.24085 0.62210 0.2 -0.3 0.2
C 2.52500 2.58460 1.73875 0.5 -0.1 -0.6
C 3.32895 2.32907 2.86648 -0.2 0.0 -0.2
C 4.66106 2.75130 2.88114 0.0 0.1 -0.1
C 5.21458 3.40859 1.77809 -0.3 -0.2 0.0
C 4.42928 3.62892 0.64019 -0.2 0.1 0.0
P 0.79154 2.01858 1.62839 0.3 1.6 1.9
C 0.38405 1.56359 3.34917 -0.1 -0.8 0.0
C 0.37816 0.19071 3.65520 -0.4 0.4 0.0
C -0.11312 -0.24545 4.88313 0.2 -0.1 0.0
C -0.49549 0.69117 5.85025 0.1 -0.1 -0.2
C -0.38369 2.06148 5.59025 0.1 -0.2 -0.2
C 0.03473 2.50465 4.33238 -0.1 -0.3 -0.1
In -0.19599 -0.00439 0.00915 -0.4 0.2 0.0
P 0.21781 -1.81584 -1.90205 -0.1 -1.8 -1.7
C 1.64961 -2.90963 -1.73258 0.6 0.1 0.5
C 2.61264 -3.01230 -2.75189 -0.2 -0.1 0.2
C 3.70987 -3.85628 -2.58258 -0.1 -0.1 0.1
C 3.86372 -4.59009 -1.40320 -0.1 0.3 0.0
C 2.95157 -4.42557 -0.35515 -0.2 0.0 0.0
C 1.84480 -3.59060 -0.51313 0.2 0.1 -0.3
C -1.25165 -2.89892 -1.89029 -0.2 -0.2 0.4
C -2.48603 -2.34352 -2.26009 0.3 0.2 0.2
C -3.66598 -2.99022 -1.92453 -0.2 0.2 -0.2
C -3.62190 -4.20765 -1.24791 0.0 -0.3 0.1
C -2.39939 -4.84992 -1.02680 -0.2 0.2 -0.2
C -1.21392 -4.20088 -1.37234 0.0 0.1 0.2
C 0.23459 -1.27084 -3.63386 0.1 1.0 0.1
C 0.23930 0.11976 -3.83028 0.0 -0.5 -0.2
C 0.19494 0.63071 -5.12691 0.1 0.2 0.0
C 0.18859 -0.23328 -6.22780 -0.1 0.2 0.4
C 0.18259 -1.61811 -6.02870 0.1 0.0 0.2
C 0.20650 -2.14958 -4.73528 -0.1 0.2 0.0
C -0.17545 3.55817 1.41241 -0.4 0.2 -0.3
C 0.42573 4.82424 1.43610 0.0 -0.1 -0.3
C -0.28910 5.94874 1.02442 -0.3 -0.1 0.1
C -1.60848 5.81516 0.58561 0.0 -0.1 0.0
C -2.25245 4.57485 0.65949 0.0 -0.1 0.3
C -1.55882 3.46849 1.14906 0.4 -0.1 -0.5
H -2.49118 -1.38954 -2.79477 -0.2 -0.2 0.2
H -4.62489 -2.53213 -2.19344 0.4 -0.3 0.2
H -4.54683 -4.67579 -0.90408 0.3 0.1 -0.2
H -2.37410 -5.84727 -0.58376 0.0 0.3 -0.2
H -0.25578 -4.69986 -1.23849 -0.3 0.1 0.2
H 2.48352 -2.45515 -3.68108 0.2 -0.2 0.3
H 4.44504 -3.94932 -3.38318 -0.2 0.0 0.2
H 4.70567 -5.27703 -1.29304 -0.3 0.3 0.0
H 3.09045 -4.96293 0.58380 0.0 0.1 -0.3
H 1.11015 -3.48437 0.29237 0.3 -0.1 -0.2
H 0.30110 0.77411 -2.94804 -0.1 -0.1 -0.5
H 0.17814 1.71341 -5.26008 0.0 -0.3 -0.1
H 0.18182 0.18726 -7.23750 0.0 -0.2 0.4
H 0.17227 -2.28021 -6.89604 0.0 0.1 0.3
H 0.23093 -3.23392 -4.59486 -0.1 0.4 0.0
H 1.45521 4.93227 1.76701 -0.1 0.0 -0.2
H 0.18851 6.92679 1.03226 -0.1 -0.2 0.0
H -2.14767 6.68032 0.20160 0.1 -0.2 0.1
H -3.29721 4.46372 0.34886 0.4 0.2 0.3
H -2.06935 2.51456 1.31470 0.1 0.2 -0.3
H 0.74667 -0.52492 2.90865 -0.2 0.1 0.3
H -0.17086 -1.32227 5.07232 0.0 0.5 0.1
H -0.87290 0.33943 6.81194 0.1 0.2 -0.3
H -0.63426 2.78061 6.37009 0.0 -0.2 -0.3
H 0.08138 3.57309 4.12205 -0.1 -0.3 0.0
H 2.90591 1.82545 3.73853 0.2 0.1 -0.3
H 5.27495 2.56651 3.76429 -0.2 0.1 -0.3
H 6.25841 3.73600 1.79655 -0.4 -0.2 0.0
H 4.86078 4.10754 -0.24044 -0.1 -0.1 0.3
H 2.46653 3.43584 -0.25752 0.3 0.0 0.2
H 3.61800 0.40919 -0.95082 -0.1 0.2 -0.2
H 3.35083 0.90949 -1.44640 0.1 -0.2 0.2
C -1.67538 -2.38993 1.93052 0.3 -0.5 0.4
C -2.62697 -1.44414 1.34020 -0.2 1.0 -0.8
C -4.00110 -1.30942 1.59064 -0.7 0.7 -0.2
C -4.48546 -0.29510 0.74358 0.4 -0.6 0.3
C -3.38373 0.18000 0.00567 -0.5 -0.8 0.6
C -3.36550 1.19715 -1.04747 -0.1 0.6 -0.4
N -2.28445 -0.53781 0.37671 1.2 -0.3 0.4
H -1.62982 -2.25009 3.02061 0.0 -0.1 -0.2
H -0.64961 -2.29158 1.53541 -0.2 0.0 0.0
H -2.00019 -3.42555 1.74313 0.2 0.2 0.0
H -4.54923 -1.89804 2.31798 0.0 0.1 -0.2
H -5.48558 0.09787 0.65328 0.0 -0.1 0.1
H -4.00073 0.89309 -1.89567 0.2 0.1 0.2
H -3.77759 2.13987 -0.65919 0.2 -0.1 -0.2
H -2.35211 1.39226 -1.42327 -0.2 0.0 0.0
```
Forces are in eV/Å.

The net charge is +2. The value obtained for the frontier orbital gap (spin up / spin down) is 6.542 / 3.379 eV.

***

no.,largest force on an atom (eV Å⁻¹),electronic energy (a.u.)
1,1.99,-1688.1425
2,0.33,-251.7196
3,3.46,-475.6367
4,2.41,-3910.4482
5,15.88,-1591.4602
6,2.49,-2551.4520